Formula: C45H95F11N4O30P4
Source: the OMol25 dataset
Level of theory: the ωB97M-V functional and the def2-TZVPD basis

As for the HOMO-LUMO gap: 8.5 eV. As for the lowest unoccupied orbital energy: -0.34 eV.

```
! RIJCOSX wB97M-V def2-TZVPD def2/J DEFGRID3
* xyz 0 1
C -14.33 -17.64 14.16
C -14.92 -18.50 15.31
C -15.07 -17.80 16.66
C -15.90 -18.70 17.61
N -16.26 -17.99 18.97
C -17.08 -19.01 19.84
C -17.93 -18.06 20.71
C -18.31 -16.86 19.78
C -17.22 -16.85 18.71
C -14.95 -17.51 19.68
H -13.95 -18.35 13.42
H -13.40 -17.20 14.50
H -14.94 -16.87 13.69
H -14.37 -19.43 15.49
H -15.93 -18.79 15.03
H -15.35 -16.75 16.54
H -14.09 -17.65 17.12
H -15.33 -19.59 17.86
H -16.79 -19.06 17.08
H -16.40 -19.64 20.41
H -17.66 -19.59 19.13
H -17.34 -17.71 21.56
H -18.80 -18.60 21.08
H -18.21 -15.96 20.39
H -19.25 -16.96 19.25
H -16.79 -15.86 18.60
H -17.62 -17.06 17.72
H -14.43 -16.71 19.16
H -14.31 -18.32 20.03
H -15.35 -17.08 20.59
P -18.78 -22.16 17.49
F -18.07 -22.68 16.11
F -19.18 -20.72 16.86
F -20.27 -22.70 16.99
F -19.26 -21.55 18.89
F -18.47 -23.54 18.25
F -17.40 -21.43 17.86
C -22.03 -22.77 12.55
C -21.79 -23.05 14.02
C -22.14 -24.43 14.53
O -23.53 -24.65 14.48
C -23.95 -25.92 15.07
N -20.39 -22.72 14.25
H -21.81 -21.75 12.24
H -23.03 -23.00 12.19
H -21.47 -23.51 11.97
H -22.39 -22.31 14.56
H -21.83 -24.57 15.56
H -21.65 -25.21 13.95
H -24.89 -25.79 15.60
H -23.22 -26.37 15.74
H -24.06 -26.58 14.21
H -20.25 -22.57 15.24
H -19.88 -23.57 14.07
C -12.86 -26.05 17.64
C -13.02 -26.63 16.27
C -13.56 -25.68 15.16
O -14.86 -25.25 15.50
C -15.42 -24.20 14.71
N -11.63 -27.02 16.01
H -12.43 -26.77 18.34
H -13.78 -25.76 18.14
H -12.34 -25.09 17.62
H -13.66 -27.51 16.23
H -13.56 -26.12 14.16
H -12.97 -24.78 14.95
H -15.47 -24.46 13.65
H -14.91 -23.26 14.96
H -16.45 -24.09 15.05
H -11.27 -27.65 16.72
H -11.58 -27.66 15.23
C -17.83 -14.82 13.91
C -19.29 -15.34 13.88
C -19.75 -15.99 15.25
O -19.05 -17.14 15.72
C -19.17 -18.24 14.77
N -20.10 -14.14 13.61
H -17.45 -14.55 12.93
H -17.21 -15.58 14.39
H -17.78 -13.89 14.47
H -19.48 -16.07 13.10
H -20.83 -16.15 15.32
H -19.61 -15.21 15.99
H -18.23 -18.78 14.87
H -19.42 -18.02 13.74
H -19.94 -18.91 15.16
H -19.95 -13.30 14.15
H -19.76 -13.75 12.74
C -14.45 -22.10 17.36
O -14.51 -21.65 18.72
P -13.69 -22.48 19.95
O -12.21 -22.51 19.79
O -14.16 -21.61 21.25
C -13.65 -21.87 22.57
O -14.55 -23.88 20.08
C -15.94 -23.80 20.31
H -14.08 -21.24 16.80
H -15.48 -22.21 17.03
H -13.90 -23.02 17.19
H -12.94 -21.15 22.98
H -13.11 -22.81 22.70
H -14.51 -21.84 23.24
H -16.56 -24.47 19.71
H -16.42 -22.83 20.18
H -16.08 -24.14 21.33
C -14.49 -18.32 24.93
O -15.12 -19.58 25.31
P -16.75 -19.58 25.42
O -17.23 -18.41 26.20
O -17.28 -19.69 23.87
C -18.64 -19.76 23.59
O -17.07 -21.05 26.08
C -18.43 -21.31 26.46
H -15.10 -17.42 25.05
H -14.13 -18.41 23.91
H -13.59 -18.19 25.55
H -19.09 -18.78 23.39
H -19.32 -20.25 24.29
H -18.71 -20.33 22.67
H -19.09 -20.45 26.56
H -18.57 -21.91 27.36
H -18.82 -21.99 25.70
C -21.08 -30.54 18.72
O -22.28 -29.84 18.99
P -23.08 -28.86 17.93
O -22.86 -29.25 16.51
O -24.59 -28.95 18.48
C -25.60 -28.29 17.72
O -22.64 -27.34 18.33
C -21.29 -26.96 18.27
H -20.59 -30.25 17.79
H -21.36 -31.58 18.53
H -20.31 -30.65 19.49
H -26.13 -27.56 18.32
H -26.40 -28.99 17.49
H -25.35 -27.72 16.82
H -20.75 -27.63 17.60
H -20.82 -26.82 19.24
H -21.21 -25.96 17.84
C -18.58 -21.05 12.00
C -17.51 -21.17 12.97
O -16.44 -20.56 12.21
C -16.79 -20.49 10.89
O -16.00 -20.14 10.03
O -18.06 -20.87 10.76
F -17.32 -22.48 13.00
H -19.14 -20.14 12.23
H -19.31 -21.85 12.14
H -17.63 -20.77 13.97
C -23.82 -22.78 17.24
C -24.55 -21.80 18.19
O -23.68 -21.83 19.26
C -23.09 -23.05 19.34
O -22.47 -23.45 20.34
O -23.18 -23.60 18.08
F -25.78 -22.23 18.47
H -23.04 -22.30 16.66
H -24.55 -23.24 16.57
H -24.63 -20.89 17.60
C -20.09 -23.28 22.10
C -19.87 -24.67 21.89
O -19.27 -25.10 23.06
C -18.62 -24.09 23.63
O -17.88 -24.19 24.61
O -18.96 -22.96 22.98
F -19.07 -24.97 20.88
H -21.04 -23.18 22.62
H -20.09 -22.71 21.18
H -20.78 -25.22 21.63
C -18.24 -26.31 16.60
C -17.34 -27.16 15.75
O -17.48 -26.60 14.49
C -18.71 -25.97 14.48
O -19.20 -25.48 13.50
O -19.26 -25.98 15.70
F -17.76 -28.42 15.67
H -17.53 -25.55 16.91
H -18.61 -26.80 17.50
H -16.41 -27.18 16.33
C -21.49 -18.91 18.26
C -22.53 -17.83 18.53
O -23.13 -17.77 17.21
C -23.07 -19.00 16.70
O -23.40 -19.35 15.58
O -22.34 -19.73 17.55
F -22.00 -16.61 18.72
H -21.20 -19.43 19.17
H -20.65 -18.55 17.67
H -23.21 -17.94 19.37
*
```